Density functional theory data (ωB97M-V/def2-TZVPD) for C6H9ErO4 as an isolated structure at a distorted geometry.

Calculated values
⟨S²⟩: 3.76
charge: +2
frontier orbital gap (alpha / beta): 5.588 / 5.748 eV
maximum force: 4.84 eV/A
spin multiplicity: 4
total energy: -42157.7486 eV
molecular weight: 312.394 g/mol

Last column: Löwdin spin population.
Geometry (Å):
1 O 0.87726 0.15759 1.42340  -0.003
2 C -0.07484 1.01062 0.91684  -0.001
3 C 0.14261 1.84942 -0.09962  -0.002
4 H -1.00992 0.99877 1.48403  0.000
5 H -0.66231 2.51903 -0.40468  0.000
6 H 1.12072 1.94433 -0.57436  0.000
7 O 1.18530 0.34966 5.16008  -0.006
8 C 1.28102 1.25332 4.22510  -0.011
9 O 0.37392 2.11824 4.20064  -0.013
10 Er 1.46868 3.49294 2.64011  3.045
11 O 2.54113 1.72883 1.78616  -0.006
12 C 2.07110 0.56644 1.94926  -0.002
13 H 2.75177 -0.29576 1.92415  -0.001
14 C 2.14521 0.31545 6.23728  0.000
15 H 2.28147 -0.74990 6.45641  0.000
16 H 3.09677 0.72451 5.87464  0.000
17 C 1.62039 1.06222 7.44169  0.000
18 H 1.66510 2.14866 7.28549  0.000
19 H 0.58250 0.77942 7.66246  0.000
20 H 2.23738 0.81684 8.31639  0.000